The following is a DFT calculation (the ωB97M-V functional and the def2-TZVPD basis) of an isolated ion of composition C4H6NO3S and charge -1.

Output
HOMO-LUMO gap (alpha / beta) = 4.9 / 5.2 eV
E = -834.5065 Ha
⟨S²⟩ = 2.005
E_HOMO (alpha / beta) = -1.63 / -3.99 eV
ΔE to the lowest compared entry with this formula, charge and spin = 17.5 kJ/mol

The geometry in ORCA input format:
```
! wB97M-V def2-TZVPD RIJCOSX def2/J DEFGRID3
* xyz -1 3
C -2.6934 0.2296 -0.0492
C -1.2919 -1.6857 -0.1853
C 2.0655 0.8754 -0.5321
C 1.5327 0.2086 0.7208
N -0.4898 -0.7192 0.0177
O -1.4826 -2.9062 -0.1743
O -2.5045 -0.8987 -0.6222
O 0.8251 -1.0153 0.5562
S -3.3514 1.5624 -0.6253
H -2.4802 0.1415 1.0728
H 2.7655 0.3289 -1.0800
H 1.0387 0.9925 -1.2057
H 2.6633 1.8288 -0.3314
H 0.9484 1.0142 1.1147
H 2.4545 0.0431 1.3231
*
```

The following is a DFT calculation (the ωB97M-V functional and the def2-TZVPD basis) of one molecule with the formula C6H6N4.

Output
HOMO-LUMO gap = 11.0 eV
E = -451.1433 Ha
E_HOMO = -10.11 eV
ΔE to the lowest compared entry with this formula, charge and spin = 340.3 kJ/mol

The geometry in ORCA input format:
```
! wB97M-V def2-TZVPD RIJCOSX def2/J DEFGRID3
* xyz 0 1
N -2.1213 -1.5456 1.5233
C -1.2059 -1.1655 0.8748
C -0.0438 -0.7220 0.1118
N 0.0939 0.6690 -0.1117
C -0.7984 1.5195 0.4826
C -0.3790 2.7383 -0.0128
N 0.6748 2.5607 -0.7905
N 0.9956 1.3072 -0.7628
C 0.4537 -1.5982 -1.0315
C 1.1655 -1.6332 0.2829
H -1.5353 1.0746 1.1757
H -0.9144 3.7587 0.0037
H 0.8492 -1.0553 -1.7724
H -0.1182 -2.3781 -1.3600
H 0.8589 -2.5086 0.9919
H 2.0246 -1.0217 0.3950
*
```

The following is a DFT calculation (the ωB97M-V functional and the def2-TZVPD basis) of C29H30MoN4O as an isolated structure.

Output
HOMO-LUMO gap (alpha / beta) = 5.8 / 5.7 eV
E = -1484.9841 Ha
⟨S²⟩ = 2.124
E_HOMO (alpha / beta) = -14.18 / -14.23 eV
ΔE to the lowest compared entry with this formula, charge and spin = 0.0 kJ/mol

The geometry in ORCA input format:
```
! wB97M-V def2-TZVPD RIJCOSX def2/J DEFGRID3
* xyz 2 3
Mo 0.0716 0.8414 -0.1779
C -4.5606 -1.1076 0.8959
C -4.1767 -0.2202 1.8987
C -3.2153 0.7420 1.6470
C -2.6622 0.8102 0.3679
C -3.0508 -0.0554 -0.6484
C -4.0026 -1.0295 -0.3691
N -1.6008 1.7433 0.1016
C -1.7629 3.1393 0.2000
C -2.9654 3.8012 0.3658
C -2.9278 5.1925 0.4023
C -1.7342 5.8992 0.2775
C -0.5284 5.2370 0.1112
C -0.5709 3.8510 0.0759
N 0.5243 2.9837 -0.0836
N 1.6779 3.4466 -0.1571
C 2.6454 2.4383 -0.2695
C 3.9687 2.7974 -0.3577
C 4.9126 1.7756 -0.4298
C 4.4825 0.4634 -0.3993
C 3.1262 0.1815 -0.3134
N 2.2025 1.1551 -0.2558
H -5.3091 -1.8598 1.1076
H -4.6239 -0.2861 2.8818
H -2.8902 1.4238 2.4229
H -2.6462 0.0590 -1.6464
H -4.3199 -1.7097 -1.1483
H -3.8963 3.2586 0.4497
H -3.8531 5.7393 0.5278
H -1.7503 6.9801 0.3058
H 0.4040 5.7737 0.0109
H 4.2361 3.8445 -0.3606
H 5.9662 2.0112 -0.5039
H 5.1837 -0.3589 -0.4406
H 2.7733 -0.8391 -0.2969
C 1.6309 -0.9268 -3.0848
C 0.9434 -2.2534 -2.7680
C -0.5591 -2.1806 -3.0486
C 1.2211 -2.8208 -1.3890
C 1.8609 -4.0518 -1.2533
C 2.0563 -4.6336 -0.0118
C 1.5962 -4.0144 1.1396
C 0.9526 -2.7815 1.0838
C 0.3977 -2.1486 2.3404
C 0.9719 -0.7692 2.6802
C -1.1313 -2.1323 2.3497
C 0.8120 -2.2259 -0.1931
O 0.2469 -0.9595 -0.2587
H 1.5045 -0.6834 -4.1401
H 2.7019 -0.9544 -2.8748
H 1.1931 -0.0897 -2.5253
H 1.3656 -2.9878 -3.4579
H -1.0328 -1.3785 -2.4802
H -1.0551 -3.1134 -2.7798
H -0.7404 -1.9921 -4.1068
H 2.2011 -4.5615 -2.1468
H 2.5583 -5.5899 0.0574
H 1.7268 -4.4949 2.1018
H 0.7169 -2.8115 3.1478
H 0.4459 0.0458 2.1504
H 2.0402 -0.6851 2.4733
H 0.8148 -0.5465 3.7361
H -1.5320 -1.5193 1.5395
H -1.4990 -1.7245 3.2926
H -1.5367 -3.1375 2.2344
*
```

The following is a DFT calculation (the ωB97M-V functional and the def2-TZVPD basis) of one molecule with the formula C4H6ClN.

Output
HOMO-LUMO gap = 9.5 eV
E = -670.8773 Ha
E_HOMO = -8.73 eV
ΔE to the lowest compared entry with this formula, charge and spin = 187.2 kJ/mol

The geometry in ORCA input format:
```
! wB97M-V def2-TZVPD RIJCOSX def2/J DEFGRID3
* xyz 0 1
C 0.6856 1.6237 -0.7825
C 0.2464 0.2468 -1.1085
N 0.5570 -0.9021 -1.5766
C -0.7235 -0.9897 -0.7659
C -0.6476 -1.6572 0.5554
Cl -2.2078 -0.9325 -1.5885
H -0.1249 2.1357 -0.3207
H 1.1151 2.0602 -1.6169
H 1.5098 1.4339 -0.0412
H -1.3126 -1.2684 1.2977
H 0.2521 -1.2933 1.0514
H -0.7244 -2.7404 0.5234
*
```

The following is a DFT calculation (the ωB97M-V functional and the def2-TZVPD basis) of one molecule with the formula C19H36O2.

Output
HOMO-LUMO gap = 10.0 eV
E = -896.0402 Ha
E_HOMO = -9.11 eV
ΔE to the lowest compared entry with this formula, charge and spin = 20.6 kJ/mol

The geometry in ORCA input format:
```
! wB97M-V def2-TZVPD RIJCOSX def2/J DEFGRID3
* xyz 0 1
C -6.8800 -1.7443 1.5701
C -7.2076 -0.3852 0.9625
C -6.4446 0.7668 1.6174
C -4.9425 0.7350 1.3419
C -4.2408 1.9547 1.9359
C -2.7204 1.9210 1.7777
C -2.2580 2.0649 0.3296
C -0.7335 2.1672 0.2308
C -0.2943 2.3505 -1.1882
C 0.6093 1.6500 -1.8564
C 1.4248 0.4959 -1.3636
C 1.3780 -0.6702 -2.3555
C 2.0806 -1.9269 -1.8417
C 3.5702 -1.7143 -1.5806
C 4.2810 -3.0159 -1.2217
C 5.7835 -2.8372 -1.0062
C 6.1163 -1.9537 0.1997
C 5.9930 -0.4828 -0.1221
O 6.3972 0.0448 -1.1237
O 5.3963 0.1747 0.8845
C 5.2225 1.5797 0.7515
H -7.0593 -1.7338 2.6432
H -7.5044 -2.5167 1.1263
H -5.8405 -2.0096 1.3969
H -6.9853 -0.4025 -0.1070
H -8.2789 -0.2000 1.0734
H -6.8476 1.7110 1.2420
H -6.6155 0.7428 2.6965
H -4.7813 0.7047 0.2629
H -4.5066 -0.1677 1.7732
H -4.6311 2.8612 1.4668
H -4.4790 2.0085 3.0015
H -2.3352 0.9853 2.1906
H -2.2920 2.7392 2.3631
H -2.5904 1.2063 -0.2562
H -2.7082 2.9607 -0.1050
H -0.3996 3.0311 0.8155
H -0.2826 1.2774 0.6704
H -0.7953 3.1652 -1.6974
H 0.8151 1.9206 -2.8852
H 1.0750 0.1559 -0.3885
H 2.4607 0.8296 -1.2543
H 0.3321 -0.9117 -2.5619
H 1.8382 -0.3595 -3.2963
H 1.9587 -2.7206 -2.5833
H 1.5974 -2.2616 -0.9201
H 4.0387 -1.2815 -2.4672
H 3.6891 -1.0071 -0.7602
H 4.1308 -3.7378 -2.0283
H 3.8331 -3.4360 -0.3172
H 6.2354 -3.8197 -0.8570
H 6.2315 -2.3887 -1.8950
H 5.4808 -2.1878 1.0537
H 7.1577 -2.1177 0.4884
H 5.6043 2.0520 1.6557
H 4.1580 1.7948 0.6429
H 5.7654 1.9389 -0.1247
*
```

The following is a DFT calculation (the ωB97M-V functional and the def2-TZVPD basis) of C25H40CrN4S3Sb2 as an isolated structure.

Output
HOMO-LUMO gap (alpha / beta) = 4.9 / 5.8 eV
E = -3914.1909 Ha
⟨S²⟩ = 0.837
E_HOMO (alpha / beta) = -15.56 / -15.56 eV
ΔE to the lowest compared entry with this formula, charge and spin = 28.4 kJ/mol

The geometry in ORCA input format:
```
! wB97M-V def2-TZVPD RIJCOSX def2/J DEFGRID3
* xyz 3 2
Cr -0.8295 -0.0710 1.0965
C 1.9427 3.5021 1.0423
Sb 0.6800 1.9770 0.2010
C 2.0601 1.3332 -1.3217
C -0.5485 3.4406 -0.9245
C -0.4188 3.2903 -2.3867
C 0.6255 3.9442 -3.0451
C 0.7869 3.8482 -4.4124
C -0.1036 3.0839 -5.1589
C -1.1329 2.4129 -4.5224
C -1.3248 2.5168 -3.1450
C -2.5153 1.8833 -2.5303
Sb -2.0794 0.1437 -1.2499
C -0.9725 -0.9590 -2.7365
C -3.9630 -0.8576 -1.4435
H 1.3541 4.3018 1.4802
H 2.5165 3.9042 0.2132
H 2.6282 3.1079 1.7839
H 2.1597 2.1175 -2.0750
H 1.7419 0.4022 -1.7901
H 3.0306 1.1902 -0.8439
H -0.1555 4.4018 -0.6040
H -1.5779 3.3399 -0.5791
H 1.2927 4.5739 -2.4722
H 1.5927 4.3710 -4.9004
H -0.0052 3.0365 -6.2303
H -1.8254 1.8321 -5.1127
H -3.1562 1.4476 -3.2928
H -3.1047 2.5838 -1.9409
H -1.6635 -1.2134 -3.5379
H -0.5475 -1.8706 -2.3268
H -0.1843 -0.3301 -3.1456
H -4.1560 -1.0043 -2.5032
H -4.7505 -0.2357 -1.0260
H -3.9568 -1.8194 -0.9412
C -1.7477 -3.5364 0.1369
C -2.4215 -2.8519 1.2632
N -2.1812 -1.6140 1.6416
C -2.9980 -1.2494 2.6880
C -3.8579 -2.2234 3.1045
S -3.6529 -3.6408 2.1724
C -2.8579 0.0937 3.1973
C -3.4949 0.6352 4.2750
S -3.0083 2.2506 4.5129
C -1.9633 2.1252 3.1545
N -1.9832 0.9467 2.5527
C -1.1157 3.2808 2.7841
H -1.0661 -2.8439 -0.3533
H -2.4759 -3.9065 -0.5844
H -1.1902 -4.4037 0.4905
H -4.5855 -2.1758 3.8913
H -4.2017 0.1601 4.9228
H -1.3627 4.1311 3.4167
H -1.2708 3.5684 1.7405
H -0.0603 3.0322 2.9434
C 4.0104 -3.4865 2.6517
N 3.1751 -2.3727 2.2283
C 2.9279 -1.3967 3.2659
C 2.5215 -2.3473 1.0742
S 0.9968 -1.4752 1.0042
N 2.9544 -2.9543 -0.0225
C 4.3572 -3.2309 -0.2801
C 2.0822 -3.2954 -1.1223
H 3.7235 -3.7526 3.6708
H 5.0676 -3.2190 2.6629
H 3.8620 -4.3541 2.0158
H 3.8547 -1.2293 3.8129
H 2.1701 -1.7515 3.9691
H 2.6082 -0.4477 2.8331
H 4.9966 -2.6706 0.3952
H 4.5803 -2.9253 -1.3038
H 4.5741 -4.2966 -0.1969
H 1.0596 -3.4139 -0.7729
H 2.4153 -4.2441 -1.5430
H 2.1185 -2.5399 -1.9111
*
```

The following is a DFT calculation (the ωB97M-V functional and the def2-TZVPD basis) of an isolated ion of composition C5H13N2S and charge +1.

Output
HOMO-LUMO gap (alpha / beta) = 7.3 / 6.2 eV
E = -705.5523 Ha
⟨S²⟩ = 2.007
E_HOMO (alpha / beta) = -10.12 / -13.84 eV
ΔE to the lowest compared entry with this formula, charge and spin = 181.9 kJ/mol

The geometry in ORCA input format:
```
! wB97M-V def2-TZVPD RIJCOSX def2/J DEFGRID3
* xyz 1 3
C -0.1271 -0.6394 0.9091
C 0.2846 -1.3089 -0.4025
C -1.5551 1.1619 0.0023
C 1.8079 -1.4132 -0.5236
C 0.4389 1.7152 1.1933
N -0.4745 0.7565 0.6044
N -0.3434 -0.5634 -1.5149
S -2.7757 0.0538 -0.4151
H -1.0341 -0.9353 1.3645
H 0.6529 -0.6474 1.5247
H -0.3877 -2.3123 -0.4202
H -1.6280 2.1470 -0.1005
H 2.4097 -0.4959 -0.1395
H 2.1704 -1.6342 -1.4658
H 2.2770 -2.1877 0.0593
H 0.0164 2.0810 2.0458
H 1.3422 1.3855 1.4860
H 0.7312 2.5586 0.6864
H 0.2003 0.2896 -1.6706
H -0.3074 -0.9932 -2.4249
H -3.6988 0.9820 -0.7981
*
```

The following is a DFT calculation (the ωB97M-V functional and the def2-TZVPD basis) of C22H39FFeO8 as an isolated structure.

Output
HOMO-LUMO gap (alpha / beta) = 6.1 / 5.0 eV
E = -2826.8127 Ha
⟨S²⟩ = 8.779
E_HOMO (alpha / beta) = -11.14 / -11.14 eV

The geometry in ORCA input format:
```
! wB97M-V def2-TZVPD RIJCOSX def2/J DEFGRID3
* xyz 1 6
Fe -2.5624 -1.4659 -2.7364
C -0.9878 0.6877 0.4074
C -1.3371 1.0034 -1.0270
O -2.0778 0.0406 -1.6946
H -0.6143 1.4828 1.0462
H -0.3085 -0.1704 0.4312
H -1.9183 0.3331 0.8575
H -0.4032 1.2884 -1.5378
H -1.9087 1.9402 -1.0969
C -0.1665 -3.3836 -0.4071
C -0.7873 -4.0649 -1.6118
O -1.6794 -3.2540 -2.2860
H 0.7901 -3.8270 -0.1287
H -0.7989 -3.5066 0.4745
H 0.0031 -2.3227 -0.5877
H -1.2316 -5.0430 -1.4310
H 0.0330 -4.1516 -2.3547
O -3.9499 -1.9020 -0.9241
C -4.5521 -2.2314 0.0892
O -5.1809 -3.3679 0.2460
C -5.1806 -4.3692 -0.8190
C -6.2145 -4.0837 -1.8933
C -4.6260 -1.3457 1.3156
H -5.5192 -5.2205 -0.2390
H -4.1940 -4.4061 -1.2744
H -7.2396 -3.9833 -1.5347
H -6.1846 -4.9971 -2.4959
H -6.0854 -3.2291 -2.5571
H -3.6839 -1.1241 1.7969
H -5.3148 -1.8523 1.9927
H -5.1550 -0.4407 1.0129
O 2.1772 -2.7861 -3.4675
C 2.7740 -2.6498 -2.4326
O 2.7474 -1.5536 -1.6738
C 1.9124 -0.4753 -2.1067
C 2.6606 0.6860 -2.7856
C 3.5651 -3.7633 -1.8044
H 1.3191 -0.1350 -1.2557
H 1.1658 -0.8774 -2.7949
H 3.6157 0.2355 -3.0494
H 2.7899 1.5326 -2.1155
H 2.0469 1.0271 -3.6148
H 4.1688 -3.4728 -0.9463
H 4.2927 -4.0821 -2.5535
H 2.9478 -4.6138 -1.5253
O 3.5960 -0.1396 4.7344
C 3.4667 1.0562 4.6302
O 2.8220 1.6513 3.6294
C 2.3674 0.8512 2.5272
C 3.3235 1.0407 1.3585
C 3.8330 2.0464 5.7325
H 1.3846 1.2731 2.2955
H 2.1964 -0.1728 2.8549
H 4.2541 0.5844 1.7049
H 3.4149 2.1021 1.1564
H 3.0003 0.4104 0.5288
H 4.7275 2.5022 5.2872
H 4.0582 1.5150 6.6455
H 3.1083 2.8530 5.7703
F 1.9328 5.2701 -1.9996
C 1.2108 5.6069 -0.9286
C 0.1252 4.8109 -0.6021
C -0.7192 5.1051 0.4650
C -0.3518 6.1489 1.2936
C 0.7700 6.9456 1.0377
C 1.5060 6.6858 -0.1055
H 0.0270 3.9210 -1.2181
H -1.5670 4.4847 0.7161
H -0.9917 6.3228 2.1513
H 1.0087 7.6949 1.7763
H 2.3488 7.3245 -0.3488
*
```